ORCA calculation (ωB97M-V/def2-TZVPD) on a 12-piece molecular cluster, C20H64N6O12 overall.

Positions of all 102 atoms, in Å:
N1 -1.19773 0.02439 1.52396
C1 -0.15110 0.56467 0.97518
N2 0.16910 0.03792 -0.15639
O1 0.60574 1.59280 1.55530
H1 -1.34514 0.30852 2.49709
H2 -1.72171 -0.76957 1.14081
H3 0.97629 0.53531 -0.50950
H4 -0.53487 -0.42218 -0.80298
N3 1.48250 -2.29314 -0.33786
C2 2.20636 -2.48756 -1.41232
N4 2.26647 -1.42896 -2.18501
O2 2.74233 -3.76020 -1.71750
H5 1.73606 -3.00248 0.32082
H6 0.98885 -1.37056 -0.15007
H7 2.61695 -1.54771 -3.13168
H8 2.04137 -0.53186 -1.85493
N5 2.63091 1.68511 4.25281
C3 3.11028 2.70713 3.59798
N6 2.38501 3.18882 2.69546
O3 4.36088 3.23951 3.94201
H9 3.29279 1.38789 5.01012
H10 2.20690 0.86535 3.73255
H11 2.76082 4.03340 2.20796
H12 1.58374 2.68022 2.23596
C4 3.13773 -2.61931 3.11590
C5 2.94316 -1.17559 3.15140
C6 3.39428 -0.52858 1.80650
O4 1.76609 -0.80628 3.45775
H13 4.00605 -2.84530 2.48077
H14 2.22669 -3.12096 2.82518
H15 3.35028 -2.85570 4.16895
H16 3.55077 -0.82197 4.04946
H17 2.88062 -0.92533 0.90416
H18 4.42278 -0.77987 1.56883
H19 3.36642 0.55241 1.81897
H20 1.19238 -0.91399 2.74068
C7 -1.82807 3.28215 0.16506
C8 -3.15230 2.58065 0.44092
C9 -3.63926 1.78990 -0.77849
O5 -3.15235 1.79872 1.44971
H21 -1.33157 2.63488 -0.60188
H22 -1.28398 3.31245 1.09173
H23 -1.99814 4.31696 -0.15529
H24 -3.98186 3.34494 0.57963
H25 -2.99655 0.92176 -1.00045
H26 -3.75179 2.28929 -1.70599
H27 -4.65721 1.35509 -0.60682
H28 -2.42512 1.12448 1.35545
C10 2.76443 1.81368 -3.47173
C11 2.75720 2.08017 -1.96247
C12 1.70954 3.09003 -1.33790
O6 2.81535 1.08050 -1.15169
H29 1.75935 1.62653 -3.81606
H30 3.28448 0.89764 -3.61650
H31 3.23811 2.60512 -4.04811
H32 3.75190 2.64844 -1.71627
H33 1.96806 3.32885 -0.35150
H34 0.71439 2.69682 -1.37458
H35 1.69626 4.08103 -1.87234
H36 3.41369 1.29543 -0.46886
C13 -0.91402 1.53152 -3.30595
C14 -1.33878 0.84897 -4.63686
C15 -0.41101 1.32945 -5.76226
O7 -1.45112 -0.36999 -4.63440
H37 -0.71966 2.60095 -3.58299
H38 -0.03507 1.03369 -2.89981
H39 -1.73622 1.48855 -2.53812
H40 -2.32537 1.25170 -4.91513
H41 -0.38940 2.38624 -5.96035
H42 -0.79288 0.97754 -6.75200
H43 0.61020 0.94929 -5.56939
H44 -1.56726 -0.78254 -5.50169
C16 -0.06674 -5.01706 -1.77356
O8 -0.35240 -3.89069 -2.57552
H45 0.40996 -4.71306 -0.90252
H46 0.58595 -5.73708 -2.30155
H47 -0.90988 -5.64125 -1.44034
H48 -0.46673 -3.11645 -2.06091
C17 -2.68404 0.95298 4.92137
O9 -1.64227 1.11831 3.99414
H49 -3.43933 1.72652 4.68584
H50 -2.37396 1.09241 5.92348
H51 -3.15605 -0.00493 4.83648
H52 -1.65196 2.05588 3.68085
C18 -0.63753 -3.38220 1.91331
O10 -1.00952 -3.08980 0.59409
H53 -1.42749 -3.30499 2.69893
H54 0.23512 -2.71787 2.25228
H55 -0.28886 -4.41910 1.90532
H56 -0.21895 -2.65378 0.13216
C19 -2.56815 -1.81315 -2.01422
O11 -1.24037 -1.30999 -2.05630
H57 -2.86306 -2.17517 -2.98049
H58 -3.21502 -0.96285 -1.70694
H59 -2.64235 -2.59861 -1.19854
H60 -1.12495 -0.95393 -2.94642
C20 -3.82235 -1.24598 2.35369
O12 -3.58381 -1.02040 0.95611
H61 -4.12328 -0.38203 2.82396
H62 -2.88173 -1.46167 2.85871
H63 -4.44583 -2.17352 2.40566
H64 -4.44844 -0.79778 0.51602

Forces on the atoms, in the same order (eV/Å):
N -1.038 -0.512 2.301
C 3.313 5.109 3.931
N 1.112 0.044 -3.402
O -4.020 -5.360 -2.791
H -0.254 -0.208 0.240
H 0.500 0.319 -0.126
H 0.109 0.089 -0.760
H 0.650 0.510 0.378
N -0.907 -0.136 2.016
C 2.765 -7.122 -3.047
N 0.884 -0.615 -2.911
O -2.455 6.987 1.704
H -0.322 -0.041 0.921
H 1.196 -1.369 0.216
H -0.039 0.092 0.545
H 0.059 0.914 0.294
N 0.069 -4.112 2.456
C 8.821 2.253 3.847
N -2.726 3.584 -5.740
O -5.687 -2.054 -1.492
H -0.939 0.367 -1.240
H 0.101 1.719 1.006
H -0.440 -1.352 0.714
H 1.064 0.663 0.995
C 1.049 -1.553 0.822
C 6.961 0.806 -1.452
C 0.762 -0.372 -0.238
O -6.010 1.928 3.230
H -0.406 -0.459 0.296
H -0.067 -0.428 -0.363
H -0.048 -0.852 -0.471
H 0.080 0.060 -1.536
H -0.252 0.261 0.885
H 0.405 -0.100 0.298
H -0.356 0.335 0.090
H -1.707 -0.102 -1.627
C -0.453 -0.398 -0.749
C -2.273 4.087 -5.088
C -0.892 -1.466 -0.016
O 0.670 -3.735 5.429
H 0.222 1.012 0.624
H 0.580 -0.030 0.228
H 0.266 -0.359 -0.376
H 0.941 -0.404 0.147
H 0.084 0.237 0.356
H 0.145 1.075 -0.885
H 0.699 0.337 0.247
H -1.063 0.750 0.086
C -0.877 -0.087 1.088
C 2.003 8.324 -1.344
C 0.391 0.856 -3.312
O -0.945 -6.165 2.123
H -0.323 0.212 -0.353
H 0.802 -0.740 -0.300
H -0.140 0.048 0.169
H -1.263 -0.368 -1.228
H 0.434 -0.064 1.542
H -0.611 -0.275 0.079
H -0.003 -0.935 0.193
H 0.758 -0.193 1.449
C -1.245 0.065 -0.358
C 0.069 11.425 -1.352
C 0.284 -0.616 -0.892
O -0.199 -11.516 1.043
H 0.009 -0.975 0.626
H 0.175 0.209 0.029
H 0.904 0.045 -0.828
H -0.219 0.978 0.273
H 0.115 0.661 0.601
H 0.377 -0.411 0.673
H -0.377 0.178 -0.390
H 0.093 0.151 0.301
C -0.265 -1.273 -1.032
O -0.197 -1.683 -1.277
H 1.159 0.372 1.544
H -0.081 0.740 -0.002
H -0.528 0.557 -0.354
H -0.116 0.989 0.872
C -1.287 1.425 -0.817
O 0.672 0.857 -0.523
H -0.040 -0.488 0.359
H 0.576 0.123 1.085
H -0.041 -0.653 -0.205
H 0.149 -1.201 0.354
C 1.563 0.076 0.893
O 0.265 1.670 -0.791
H 0.207 0.199 -1.008
H -1.205 -0.895 -0.272
H 0.160 -0.021 0.481
H -1.577 -1.303 0.735
C -0.835 0.174 1.953
O 0.315 -0.197 0.278
H -0.146 -0.384 -0.338
H -0.011 -0.663 -0.311
H 0.174 0.849 -1.190
H 0.203 -0.083 -0.303
C 0.559 -2.763 -1.548
O -1.250 0.087 -0.460
H -1.603 1.827 0.989
H 0.288 -0.342 -0.378
H 0.132 1.062 0.650
H 1.396 -0.259 0.793

Output
Charge: 0
Energy above the lowest of the compared OMol25 structures with the same formula, charge and spin (kcal/mol): 26.2
HOMO-LUMO gap (eV): 8.13
E_LUMO (Eh): 0.0054
SMILES: NC(N)=O.NC(N)=O.NC(N)=O.CC(C)O.CC(C)O.CC(C)O.CC(C)O.CO.CO.CO.CO.CO
Max |F| (eV Å⁻¹): 11.6